Entry 1:
5 unconnected molecules or ions with the total composition C5H21N2O5, computed with ωB97M-V with the def2-TZVPD basis set.

Last column: Löwdin charge in e.
Atoms and positions in Å:
H1 -1.80 -1.91 -1.53  0.087
O1 -0.58 -4.03 -1.43  -0.064
O2 -1.85 3.06 3.18  -0.050
H2 -0.66 -1.59 -2.63  0.082
H3 0.99 -3.64 -0.19  0.113
H4 -2.13 2.33 2.60  0.000
H5 1.36 -1.07 0.76  0.110
N1 1.18 1.41 0.40  0.218
C1 -1.16 0.91 -0.13  0.100
C2 -0.02 -3.30 -0.35  -0.222
H6 1.14 3.42 -2.30  0.070
H7 4.31 0.65 -1.21  0.058
H8 -0.23 -1.44 1.32  0.124
H9 1.05 -1.78 -1.42  0.142
O3 -3.89 0.76 1.82  -0.052
O4 1.76 2.95 -1.73  -0.038
H10 1.01 2.29 -0.11  0.121
C3 0.04 0.50 0.24  -0.301
H11 1.14 1.71 1.38  0.178
H12 2.64 3.23 -1.99  0.071
H13 -4.51 1.04 2.50  0.053
N2 -0.94 -1.41 -1.68  0.050
H14 -0.68 -4.97 -1.28  0.099
H15 -4.38 0.31 1.13  0.039
H16 2.13 1.08 0.23  0.114
O5 3.95 0.34 -0.37  -0.040
H17 4.69 -0.04 0.11  0.062
H18 -0.64 -3.45 0.54  0.123
H19 -1.42 1.87 -0.55  0.094
H20 -2.02 0.30 0.01  0.061
C4 0.15 -1.82 -0.80  -0.330
C5 0.31 -0.95 0.51  -0.091
H21 -0.93 3.24 2.95  0.019

As for the total energy: -18736.1980 eV. The energy relative to the best compared isomer or geometry (same formula, charge and spin) is 75.8 kcal/mol. Its net charge is +1. As for the HOMO-LUMO gap: 0.3352 hartree.

***

Entry 2:
A single C5H8N2 molecule, computed with ωB97M-V with the def2-TZVPD basis set.

Last column: Löwdin charge in e.
Atoms and positions in Å:
C1 2.01 0.06 0.01  -0.107
H1 3.09 0.07 0.13  0.089
C2 1.16 -0.94 0.42  -0.112
N1 -1.32 1.36 -0.54  0.079
N2 -0.12 -0.57 0.13  -0.123
H2 -1.24 1.83 0.38  0.107
H3 1.36 -1.89 0.90  0.111
C3 1.21 1.08 -0.56  -0.064
H4 -2.16 -0.61 0.43  0.074
C4 -0.09 0.67 -0.46  -0.379
H5 -1.25 -1.85 1.33  0.088
H6 -1.32 2.09 -1.24  0.083
H7 -1.53 -2.03 -0.42  0.090
H8 1.53 2.06 -0.90  0.095
C5 -1.33 -1.32 0.38  -0.030

As for the total energy: -8294.3579 eV. The energy relative to the best compared isomer or geometry (same formula, charge and spin) is 14.7 kcal/mol. As for the HOMO-LUMO gap: 0.3235 hartree. As for the SMILES: Cn1cccc1N.

***

Entry 3:
A molecular structure, C33H37N3O3OsSSi, computed with ωB97M-V with the def2-TZVPD basis set.

Last column: Löwdin charge in e.
Atoms and positions in Å:
C1 4.89 -2.26 0.67  -0.049
H1 5.00 2.69 1.77  0.109
C2 -0.46 2.88 -4.02  -0.056
C3 -4.83 -1.70 3.43  0.025
H2 4.11 -3.05 -2.18  0.072
H3 -3.71 -3.85 -4.57  0.120
C4 -1.04 -3.90 -2.50  -0.002
H4 4.42 -4.33 1.11  0.130
H5 1.99 -4.97 -1.04  0.116
C5 -2.44 5.54 1.12  -0.054
C6 3.93 -3.36 1.11  -0.214
C7 2.01 3.35 0.30  -0.229
C8 -1.86 -4.24 -3.56  -0.041
C9 4.26 3.22 1.19  -0.069
H6 -0.90 1.31 -5.41  0.114
C10 -1.78 2.99 1.97  -0.104
H7 1.62 5.14 -0.86  0.095
H8 -4.89 -2.63 2.87  0.108
C11 2.91 -4.38 -0.96  -0.159
C12 -2.81 3.68 2.60  -0.075
H9 -2.14 -2.04 5.22  0.111
C13 -1.41 4.84 0.50  -0.076
H10 -2.47 -0.30 5.25  0.108
O1 -1.11 -1.77 0.42  -0.237
H11 3.72 -5.07 -0.71  0.126
N1 2.77 -3.49 0.21  -0.082
C14 -0.67 1.56 -4.38  -0.058
Os1 -0.09 -0.45 1.44  1.359
H12 -0.10 -4.41 -2.36  0.108
H13 3.58 -3.20 2.13  0.081
H14 5.71 -2.19 1.39  0.094
H15 -0.25 0.09 -1.38  0.059
C15 3.19 -3.63 -2.25  -0.050
C16 1.66 -2.80 0.39  -0.569
H16 -3.73 -1.45 5.75  0.101
H17 -2.70 6.54 0.78  0.117
H18 -3.94 5.50 2.65  0.115
H19 -1.56 -5.02 -4.25  0.118
C17 -0.30 0.89 -2.11  -0.096
C18 -2.63 -1.11 2.70  -0.227
N2 -3.42 -1.35 3.69  -0.116
H20 0.00 4.25 -2.46  0.097
H21 -1.52 2.00 2.35  0.065
H22 4.39 -1.29 0.63  0.070
H23 -5.33 -1.83 4.38  0.099
C19 2.99 2.68 1.03  -0.094
N3 0.68 -2.97 -0.50  0.144
C20 -0.55 -2.54 -0.50  -0.366
C21 -2.65 -2.25 -1.79  -0.021
C22 -1.06 3.56 0.92  -0.224
H24 -3.03 -1.16 1.69  0.155
C23 3.61 5.12 -0.13  -0.058
H25 -2.95 -1.45 -1.12  0.112
H26 3.31 -4.35 -3.06  0.092
C24 -0.16 3.21 -2.71  -0.078
C25 -3.46 -2.58 -2.86  -0.049
H27 -4.40 -2.06 -3.02  0.117
O2 -1.39 -0.79 2.91  -0.215
H28 -0.51 3.66 -4.77  0.116
C26 -3.14 4.96 2.17  -0.058
H29 2.76 1.73 1.51  0.081
C27 -0.08 2.22 -1.72  -0.216
O3 0.35 1.12 0.83  -0.465
C28 -2.91 -1.28 5.07  0.030
H30 -5.32 -0.90 2.88  0.107
H31 -0.88 5.32 -0.31  0.099
C29 -0.60 0.56 -3.42  -0.069
S1 1.60 -1.75 1.85  0.775
C30 2.35 4.58 -0.28  -0.083
H32 -0.77 -0.47 -3.69  0.103
H33 5.32 -2.47 -0.30  0.077
H34 -3.34 3.23 3.42  0.105
H35 5.56 4.86 0.74  0.115
C31 -1.43 -2.91 -1.61  -0.154
H36 3.86 6.07 -0.58  0.115
H37 2.37 -2.96 -2.50  0.070
C32 4.57 4.44 0.61  -0.058
Si1 0.31 2.69 0.03  0.675
C33 -3.07 -3.58 -3.74  -0.036

As for the total energy: -66601.8090 eV. The energy relative to the best compared isomer or geometry (same formula, charge and spin) is 0.0 kcal/mol. Its net charge is +2. As for the HOMO-LUMO gap: 0.2291 hartree.

***

Entry 4:
2 unconnected molecules or ions with the total composition C2H4ClIS, computed with ωB97M-V with the def2-TZVPD basis set.

Last column: Löwdin charge in e.
Atoms and positions in Å:
S1 1.01 -2.14 -0.81  0.387
Cl1 0.71 -3.51 0.66  0.127
C1 0.85 -0.60 -0.19  -0.553
H1 -0.88 -0.02 1.89  -0.050
C2 -1.08 -0.71 1.18  -0.570
H2 -0.84 -1.65 1.46  -0.127
H3 0.45 0.07 -0.92  0.001
I1 -2.68 -0.57 -0.17  0.750
H4 1.60 -0.21 0.51  0.035

As for the total energy: -33593.8548 eV. The energy relative to the best compared isomer or geometry (same formula, charge and spin) is 74.0 kcal/mol. As for the HOMO-LUMO gap (spin up / spin down): 0.2720 / 0.2720 hartree.

***

Entry 5:
A molecular structure, C43H39AsCuN5S, computed with ωB97M-V with the def2-TZVPD basis set.

Last column: Löwdin spin population.
Atoms and positions in Å:
C1 -5.11 -2.38 -0.22  0.002
Cu1 -0.81 -2.44 -0.56  0.746
H1 -3.65 -0.79 -4.53  0.000
C2 3.06 1.34 -0.33  0.000
H2 0.49 -1.83 4.14  0.000
H3 -1.14 -2.57 4.35  0.000
C3 2.02 0.73 -1.06  0.001
N1 -0.80 -0.49 -1.01  0.041
C4 1.25 -0.43 -3.22  0.000
C5 -1.72 -2.42 2.30  0.001
C6 2.18 -2.80 -1.21  0.001
C7 1.73 -2.49 1.05  0.004
C8 2.88 1.85 1.08  0.000
S1 -1.05 -6.94 -1.24  0.012
H4 5.09 2.00 -0.35  0.000
H5 6.19 2.32 -2.92  0.000
H6 0.89 -1.36 -2.76  0.000
C9 3.10 -2.41 1.35  0.002
H7 0.17 2.26 -2.34  0.000
H8 0.36 0.17 -3.38  0.000
N2 -0.56 -2.46 1.61  0.011
C10 -2.26 -0.63 -2.91  0.006
C11 -4.11 0.88 -3.25  0.007
N3 -2.75 -2.52 0.11  0.066
C12 -0.93 -5.32 -1.38  0.009
H9 -1.46 3.88 3.05  0.000
H10 -1.70 -1.51 -3.22  0.000
H11 1.68 -0.67 -4.19  0.000
C13 -3.73 1.55 -2.10  0.000
H12 1.78 -2.93 -2.20  0.000
H13 3.86 2.02 1.54  0.000
C14 -2.92 -2.39 1.46  0.005
C15 4.02 -2.56 0.29  -0.003
C16 -5.30 -2.25 1.12  -0.003
C17 -1.13 6.23 1.71  0.000
H14 -5.93 -2.36 -0.92  0.000
C18 -3.26 -2.33 4.21  0.000
N4 1.31 -2.65 -0.24  0.054
H15 -6.30 -2.13 1.53  0.000
C19 -4.37 -2.22 3.42  0.000
H16 -5.36 -2.13 3.85  0.000
H17 2.86 -1.69 4.64  0.000
H18 2.33 2.79 1.10  0.000
H19 2.34 1.14 1.72  0.000
H20 -3.59 -2.65 -1.75  0.001
H21 -1.57 1.64 3.47  0.000
C20 3.54 0.46 -2.91  0.000
C21 5.94 1.27 -2.82  0.000
H22 4.57 -2.06 2.91  0.000
C22 -1.02 1.28 2.59  0.000
H23 -2.38 1.67 -0.44  0.000
H24 1.60 3.21 -1.96  0.000
C23 -2.63 1.14 -1.35  0.006
C24 -1.85 0.04 -1.74  0.003
C25 0.71 -2.35 2.08  0.002
C26 0.02 3.32 -0.47  0.000
H25 -1.46 6.23 2.75  0.000
As1 0.41 0.37 0.05  0.001
H26 3.73 0.09 -3.91  0.000
C27 4.57 1.08 -2.21  0.000
C28 1.18 -2.04 3.35  -0.001
H27 -0.26 6.89 1.63  0.000
C29 -0.80 4.83 1.25  0.000
H28 -1.64 0.52 2.11  0.000
C30 2.56 -1.93 3.63  0.000
C31 -1.03 3.73 2.07  0.000
H29 5.99 0.82 -3.82  0.000
C32 -0.18 2.23 0.38  0.001
C33 4.31 1.52 -0.93  0.000
H30 0.12 4.02 -2.49  0.000
N5 -0.84 -4.16 -1.52  0.017
C34 3.57 -2.77 -0.98  0.002
C35 2.27 0.27 -2.36  0.000
C36 3.52 -2.13 2.68  0.000
H31 -0.12 0.78 2.94  0.000
C37 -1.96 -2.43 3.67  -0.001
H32 -1.92 6.67 1.10  0.000
C38 0.51 3.19 -1.90  0.000
H33 -0.13 5.45 -0.69  0.000
C39 -0.72 2.44 1.65  0.000
H34 -4.30 2.41 -1.76  0.000
C40 -4.21 -2.27 2.01  0.002
H35 6.72 0.81 -2.21  0.000
C41 -0.28 4.60 -0.02  0.000
H36 -3.37 -2.34 5.29  0.000
H37 4.25 -2.87 -1.82  0.000
H38 -4.98 1.20 -3.82  0.001
H39 5.08 -2.49 0.50  0.000
C42 -3.37 -0.23 -3.64  -0.001
C43 -3.79 -2.53 -0.69  0.002

As for the total energy: -168992.1839 eV. Its spin multiplicity is 2. The energy relative to the best compared isomer or geometry (same formula, charge and spin) is 5.7 kcal/mol. Its net charge is -1. As for the HOMO-LUMO gap (spin up / spin down): 0.2447 / 0.2420 hartree.

***

Entry 6:
4 unconnected molecules or ions with the total composition C22H34NO9, computed with ωB97M-V with the def2-TZVPD basis set.

Last column: Löwdin charge in e.
Atoms and positions in Å:
H1 1.49 -2.69 -4.08  0.067
H2 1.83 -3.66 -5.51  0.078
H3 1.93 -0.59 1.55  0.076
H4 -2.58 -3.47 -2.85  0.096
O1 0.75 3.15 2.77  0.136
C1 0.36 2.52 -1.06  -0.426
O2 0.36 2.43 -2.25  0.128
H5 0.47 5.01 4.48  0.090
H6 3.44 1.13 5.77  0.082
H7 -1.48 3.46 -0.80  0.118
H8 4.02 -2.52 -5.79  0.116
C2 -0.36 -4.94 -0.88  -0.063
H9 -2.67 -0.24 -0.18  0.082
C3 1.59 0.05 -4.16  0.009
O3 2.59 -1.15 -6.08  -0.022
H10 0.61 -0.38 -3.97  0.106
C4 2.29 -3.13 -4.67  -0.069
H11 -5.07 -0.49 0.26  0.069
H12 0.21 -5.86 -0.97  0.077
H13 0.44 0.43 1.72  0.083
C5 -3.21 0.54 0.34  -0.047
H14 3.77 4.04 4.85  0.109
H15 2.03 1.16 1.93  0.054
O4 -3.92 -2.54 -0.53  0.116
C6 1.48 0.39 1.39  0.003
H16 -3.00 -5.11 -2.30  0.064
C7 -4.56 2.57 1.66  -0.148
C8 -3.19 2.69 1.42  -0.065
H17 2.56 2.49 6.47  0.066
H18 3.72 -1.53 -4.38  0.111
C9 1.90 -0.06 -5.63  -0.508
H19 -2.65 3.58 1.75  0.088
H20 -1.45 -5.56 0.87  0.120
O5 1.40 -0.11 -0.95  0.102
C10 3.69 2.96 4.68  -0.249
H21 -2.27 -5.94 -0.63  0.107
C11 3.23 -2.06 -5.19  -0.255
H22 -4.27 -3.93 -2.63  0.088
H23 2.83 -3.84 -4.05  0.076
H24 4.62 2.65 4.20  0.121
C12 -3.25 -3.48 -0.83  -0.509
C13 -1.66 -5.19 -0.13  -0.250
C14 -3.27 -4.06 -2.24  0.013
H25 -5.09 3.36 2.18  0.076
H26 -0.54 -4.55 -1.88  0.065
C15 -2.45 1.68 0.73  -0.346
H27 1.94 4.67 5.39  0.063
C16 -4.57 0.41 0.59  -0.128
C17 1.44 0.69 -0.07  -0.516
C18 -5.27 1.43 1.26  -0.156
H28 0.52 3.62 5.56  0.094
C19 1.10 4.22 4.86  0.014
H29 4.32 2.39 6.66  0.076
C20 1.48 3.34 3.69  -0.499
C21 -0.72 2.99 -0.16  -0.221
O6 1.53 0.73 -6.45  0.100
O7 -2.39 -3.99 0.08  0.004
C22 3.49 2.20 5.98  -0.068
H30 -0.36 3.77 0.54  0.094
O8 2.68 2.68 3.72  -0.020
N1 -1.12 1.77 0.48  -0.014
H31 -6.33 1.34 1.45  0.067
H32 2.31 -0.44 -3.51  0.061
O9 1.46 2.05 -0.31  0.048
H33 0.24 -4.20 -0.34  0.086
H34 1.55 1.10 -3.86  0.077

As for the total energy: -43283.2413 eV. Its net charge is -1. As for the HOMO-LUMO gap: 0.1771 hartree.